Entry 1:
The following is a DFT calculation (ωB97M-V with the def2-TZVPD basis set) of a cluster of 11 separate species, C15H52O11 in total at a distorted geometry.

Geometry as XYZ:
```
78
Properties=species:S:1:pos:R:3:forces:R:3
C -9.11830 -14.28971 -29.30678 0.53 0.94 0.13
C -9.08052 -14.21972 -30.82795 -1.39 -0.28 -0.30
C -10.28031 -15.05224 -31.31104 0.46 -0.79 -0.20
O -9.26127 -12.87757 -31.29465 0.17 0.08 0.15
H -8.48307 -13.52744 -28.84460 0.16 -0.11 -0.14
H -8.78752 -15.26314 -28.95166 -0.04 -0.08 -0.07
H -10.11936 -14.08544 -28.92310 -0.13 -0.14 -0.16
H -8.14027 -14.60202 -31.22871 0.06 -0.13 0.11
H -10.32804 -15.18405 -32.39105 0.07 0.31 -0.17
H -11.21164 -14.61127 -30.96896 0.00 0.15 0.04
H -10.24545 -16.07347 -30.91392 0.09 0.12 0.13
H -9.36500 -12.86797 -32.27002 0.17 -0.32 0.47
C -14.44119 -14.95737 -29.85572 -0.56 -0.74 -0.48
C -13.39087 -14.98336 -28.77186 -0.44 0.46 -0.35
O -13.07640 -16.34003 -28.50805 0.28 0.18 0.09
H -14.80876 -13.96620 -30.11963 0.21 0.15 0.18
H -15.30693 -15.56723 -29.58112 0.02 0.14 0.28
H -14.08428 -15.43779 -30.77037 0.24 0.16 0.03
H -13.78724 -14.46989 -27.88831 0.12 -0.14 0.16
H -12.52414 -14.41397 -29.12085 0.18 -0.11 0.12
H -12.24036 -16.35868 -28.03037 -0.09 -0.12 0.01
C -14.73219 -13.61502 -35.35009 -0.51 -0.60 -1.01
C -13.52516 -12.86036 -35.88606 -0.32 0.68 0.82
O -13.45262 -11.54209 -35.33228 0.31 -0.61 -0.03
H -14.75198 -14.61366 -35.80932 -0.80 1.03 0.27
H -15.66964 -13.14114 -35.63412 0.05 0.47 0.29
H -14.68547 -13.83126 -34.28300 0.01 0.35 0.08
H -13.58474 -12.77040 -36.96902 0.03 0.12 -0.09
H -12.59870 -13.38801 -35.61906 -0.24 0.19 -0.47
H -13.36775 -11.68731 -34.36616 -0.30 0.44 -0.31
C -15.47804 -10.85758 -29.22048 0.28 -0.30 1.16
O -15.44442 -11.18198 -30.59458 -0.12 0.10 -0.19
H -16.30826 -10.22131 -28.90058 -0.22 -0.12 -0.43
H -15.49265 -11.77758 -28.62551 -0.14 0.09 0.06
H -14.57879 -10.33025 -28.89774 0.17 -0.02 -0.55
H -16.11598 -11.85510 -30.74838 -0.06 0.14 -0.07
C -12.25642 -15.60594 -34.68770 -0.32 -0.68 -0.38
O -13.43368 -15.82076 -35.46614 1.16 -1.32 0.29
H -12.09388 -14.53435 -34.55990 0.37 -0.37 0.38
H -12.40467 -16.09736 -33.72801 -0.14 0.14 0.07
H -11.41196 -16.11147 -35.16789 0.21 0.33 0.08
H -13.34857 -15.32709 -36.28604 0.33 -0.22 -0.03
C -12.68859 -12.79593 -31.98513 -0.74 -0.73 0.03
O -13.46271 -11.76489 -32.56125 -0.11 0.08 0.12
H -11.73559 -12.81997 -32.50307 0.23 0.16 0.40
H -12.64002 -12.70988 -30.89357 0.58 0.39 -0.13
H -13.15091 -13.78772 -32.12878 -0.01 0.16 -0.28
H -14.23011 -11.58618 -31.99323 0.22 0.10 -0.05
C -11.61002 -8.99747 -33.69507 -0.28 -0.65 0.66
O -11.78486 -7.67473 -34.13332 0.22 0.13 -0.35
H -10.61763 -9.42532 -33.88744 0.18 0.29 -0.11
H -11.78962 -9.08892 -32.61598 0.08 0.00 -0.02
H -12.33696 -9.65210 -34.17394 -0.07 0.36 -0.22
H -11.29797 -7.08649 -33.55275 0.07 -0.04 0.06
C -15.65619 -9.02489 -33.98545 0.02 0.04 0.61
O -14.61145 -8.08936 -34.15153 -0.36 -0.14 -0.11
H -16.04176 -9.40257 -34.93045 0.25 0.27 -0.22
H -15.29678 -9.89671 -33.42662 -0.12 -0.10 0.06
H -16.49021 -8.57224 -33.43256 -0.08 -0.15 -0.04
H -14.47718 -7.65305 -33.29125 0.12 0.02 -0.55
C -10.52440 -10.54082 -29.22665 0.19 0.77 -0.27
O -9.63797 -10.30209 -30.31400 -0.21 -0.40 0.23
H -11.52935 -10.16254 -29.45927 -0.09 -0.43 -0.16
H -10.52301 -11.60280 -28.98075 -0.28 0.03 0.22
H -10.22007 -9.93828 -28.36411 0.25 -0.28 0.05
H -9.44774 -11.18828 -30.67671 0.10 0.36 -0.04
C -9.48516 -13.61980 -35.33122 -0.09 0.35 -0.33
O -9.66200 -12.92049 -34.09567 -0.13 0.20 -0.42
H -10.40058 -13.55094 -35.92524 0.00 -0.27 0.07
H -8.70054 -13.16665 -35.94353 0.17 -0.08 0.22
H -9.24015 -14.65755 -35.12636 -0.03 0.02 0.10
H -9.99983 -12.04933 -34.34662 0.04 -0.02 0.28
C -14.17169 -7.91510 -30.71321 -0.12 1.09 0.27
O -14.11512 -6.85639 -31.69245 -0.09 -0.59 0.39
H -15.17416 -7.98443 -30.27772 -0.04 -0.15 -0.19
H -13.90103 -8.85947 -31.17583 0.15 0.07 -0.05
H -13.50075 -7.61203 -29.90441 0.19 -0.63 0.03
H -14.15523 -6.03685 -31.19462 -0.06 0.16 -0.24
```
Forces are in eV/Å.

Properties
Total charge   0
Max |F|   1.78 eV/Å
Frontier orbital gap   9.37 eV
Total energy   -38916.0520 eV
E_HOMO   -9.02 eV
Structure (SMILES)   CC(C)O.CCO.CCO.CO.CO.CO.CO.CO.CO.CO.CO



Entry 2:
The following is a DFT calculation (ωB97M-V with the def2-TZVPD basis set) of a cluster of 12 separate species, C15H54N18O15 in total at a distorted geometry.

Geometry as XYZ:
```
102
Properties=species:S:1:pos:R:3:forces:R:3
C -2.18377 -1.94864 -3.11287 0.70 -1.12 0.94
O -2.50392 -1.61985 -1.95604 -0.24 0.21 -0.95
N -0.94448 -2.48661 -3.33374 -0.20 0.47 0.08
N -3.00105 -1.95870 -4.19371 -0.15 0.42 0.42
H -0.47579 -2.87526 -2.53259 0.27 0.14 -0.10
H -0.66214 -2.81588 -4.23582 0.00 -0.20 -0.03
H -3.95828 -1.65904 -4.11727 0.10 0.26 -0.10
H -2.60417 -2.16423 -5.08694 -0.21 -0.05 -0.25
C 3.41398 -2.71786 -2.80974 0.31 -0.09 -1.01
O 2.36560 -3.16473 -2.32878 0.69 0.26 -0.01
N 4.04323 -3.32748 -3.88218 -0.55 -0.37 0.40
N 4.05737 -1.60981 -2.36595 -1.33 -0.21 0.76
H 4.71496 -2.82445 -4.42799 0.07 0.10 -0.04
H 3.49135 -4.02024 -4.35967 0.09 0.00 0.04
H 3.45923 -1.07122 -1.75739 0.47 0.05 0.22
H 4.81015 -1.12498 -2.81636 0.15 0.03 -0.04
C 0.77455 -6.23177 -0.71016 -1.46 -0.55 -0.51
O 0.09340 -6.05232 -1.71815 0.65 0.09 0.53
N 1.71353 -5.37157 -0.24246 -0.06 0.11 -0.52
N 0.58931 -7.33680 0.11317 0.55 0.81 0.09
H 2.10827 -4.73640 -0.91955 0.05 0.38 0.13
H 2.07637 -5.47365 0.68314 0.26 0.10 0.06
H 1.45735 -7.57694 0.55780 -0.23 -0.69 0.28
H -0.01920 -8.06854 -0.20671 0.12 0.01 -0.16
C 0.72433 -0.26139 -0.14942 -0.33 -0.48 -0.57
O 1.89337 -0.05667 0.19122 -0.15 -0.05 -0.24
N 0.16177 -1.50317 -0.24227 0.04 0.43 0.52
N -0.12470 0.73718 -0.52816 0.92 -0.25 0.82
H 0.72123 -2.33811 -0.21546 0.16 0.09 0.07
H -0.82187 -1.55080 -0.44494 -0.04 -0.37 -0.46
H 0.25998 1.66246 -0.45421 -0.45 0.21 -0.41
H -1.06922 0.54204 -0.79977 -0.07 0.33 -0.27
C 1.22849 4.05770 -2.79499 -0.72 -0.93 -0.40
O 0.47960 3.12119 -2.51224 0.54 0.60 0.26
N 1.56388 4.30002 -4.11874 0.05 -0.10 1.23
N 1.84126 4.85799 -1.88615 0.33 0.07 -0.31
H 1.95123 5.19924 -4.33303 -0.14 -0.04 -0.60
H 1.01586 3.75448 -4.75800 0.05 0.30 -0.35
H 1.64463 4.82601 -0.88804 -0.11 0.04 -0.06
H 2.31668 5.66306 -2.25259 0.07 0.13 0.34
C -5.34427 1.30525 -2.55159 -0.01 0.62 -0.60
O -5.89978 0.84490 -3.55282 0.14 0.19 0.81
N -5.59684 2.57961 -2.07226 0.26 -0.85 -0.30
N -4.39002 0.63659 -1.86293 -0.33 -0.51 -0.42
H -5.16821 2.85119 -1.20917 -0.22 0.31 0.09
H -6.32063 3.11193 -2.51167 -0.03 0.11 0.07
H -3.76643 1.01084 -1.17377 -0.20 0.13 0.25
H -4.23832 -0.31543 -2.14512 0.33 0.01 0.15
C 3.71190 2.01370 3.56060 0.85 -0.70 0.40
O 3.77706 1.38097 4.60628 -0.25 0.36 -0.06
N 3.88969 3.36590 3.46546 -0.42 0.24 -0.76
N 3.50915 1.38889 2.36322 -0.29 0.12 0.30
H 4.36378 3.89840 4.16781 -0.01 -0.26 0.27
H 3.93763 3.70475 2.52044 0.09 0.45 0.12
H 3.46532 0.38708 2.39712 -0.08 -0.02 -0.23
H 3.57802 1.85031 1.47646 0.00 -0.12 -0.16
C 4.66199 1.77278 -2.00344 1.33 -1.27 0.64
O 5.52378 0.88039 -1.87607 -1.12 0.76 -0.34
N 5.04689 2.98706 -2.52719 0.92 0.24 -0.23
N 3.37302 1.66190 -1.61911 0.98 1.35 -0.86
H 6.04644 3.10227 -2.50891 0.00 -0.17 -0.14
H 4.56197 3.86240 -2.60816 -0.71 -0.35 0.29
H 2.93429 2.55904 -1.74080 -1.19 -0.53 0.38
H 2.95595 0.82138 -1.25785 -0.26 0.22 0.37
C 0.71017 5.04599 1.74525 0.93 0.12 -0.80
O 1.63124 5.24413 0.94114 -0.31 -0.16 0.03
N 0.39932 3.80701 2.18991 -0.37 0.89 0.18
N -0.02940 6.07469 2.22334 -0.46 -0.09 0.54
H -0.30063 3.75522 2.90602 -0.02 -0.75 -0.05
H 0.83639 3.01807 1.75415 0.06 -0.24 0.29
H 0.09716 7.00473 1.87690 0.28 -0.03 -0.12
H -0.76581 5.92367 2.88776 -0.07 0.03 -0.05
C -4.52432 1.32616 2.54649 0.67 1.73 -0.21
C -3.14733 0.80295 2.13557 -0.24 -1.01 -0.08
O -3.10617 0.43576 0.74929 -0.06 0.18 0.12
O -4.46517 2.77535 2.51722 0.27 0.11 0.04
H -4.73841 1.06022 3.58327 -0.17 -0.52 -0.22
H -5.31652 1.10492 1.82854 0.18 -1.01 0.21
H -2.94941 -0.11729 2.69636 -0.03 0.16 0.22
H -2.31757 1.48928 2.32938 -0.43 0.32 0.29
H -2.45059 -0.26617 0.70466 -0.08 -0.09 -0.23
H -5.29819 3.10455 2.86579 0.00 0.05 -0.03
C 0.77279 -0.14275 4.99537 0.89 -1.25 0.72
C 0.65645 -0.69624 3.58619 -0.25 0.86 -0.49
O 0.59565 -2.12227 3.49604 -0.03 0.73 0.20
O -0.48568 -0.38373 5.61336 -0.36 0.27 -0.09
H 1.15712 0.87303 5.12466 -0.60 0.38 -0.80
H 1.57894 -0.67272 5.52218 -0.19 -0.48 -0.07
H 1.43079 -0.30851 2.91961 0.26 -0.05 0.27
H -0.27654 -0.27818 3.18547 -0.08 -0.01 0.01
H -0.14557 -2.27445 2.90131 -0.02 -0.57 0.18
H -0.46392 -0.21735 6.55807 0.27 0.03 0.01
C -3.34942 -3.43386 0.25784 0.07 0.34 -0.30
C -2.10862 -4.00759 0.89900 -1.32 -0.19 0.86
O -2.15051 -3.79529 2.30431 0.71 0.45 0.41
O -4.49231 -4.10500 0.78357 0.24 -0.28 -0.05
H -3.23926 -3.53287 -0.82338 -0.30 -0.15 -0.04
H -3.46101 -2.36550 0.46859 0.25 0.07 0.02
H -1.21135 -3.50593 0.55396 0.07 -0.24 -0.21
H -2.11396 -5.08272 0.70938 0.44 -0.02 -0.31
H -2.90029 -4.23711 2.71058 -0.16 -0.08 -0.31
H -5.27280 -3.73656 0.36309 -0.03 -0.01 0.01
```
Forces are in eV/Å.

Properties
Total charge   0
Max |F|   1.94 eV/Å
Frontier orbital gap   9.60 eV
Total energy   -73973.6157 eV
E_HOMO   -9.38 eV
Structure (SMILES)   NC(N)=O.NC(N)=O.NC(N)=O.NC(N)=O.NC(N)=O.NC(N)=O.NC(N)=O.NC(N)=O.NC(N)=O.OCCO.OCCO.OCCO